Computed, not measured: a structure of composition C58H82BN5O2Si4Te2Ti at a distorted geometry, with wB97M-V/def2-TZVPD.

Geometry as XYZ:
```
155
Properties=species:S:1:pos:R:3
Ti 0.14 -0.61 0.14
C 4.97 -2.34 1.23
O 3.85 -2.81 1.96
C 2.75 -2.29 1.37
N 2.93 -1.55 0.32
C 4.36 -1.58 0.02
C 4.72 -2.27 -1.29
C 3.76 -2.58 -2.23
C 4.09 -3.24 -3.40
C 5.40 -3.58 -3.65
C 6.38 -3.25 -2.73
C 6.04 -2.59 -1.56
C 1.48 -2.57 1.99
C 1.47 -3.28 3.16
C 0.26 -3.52 3.85
C -0.87 -2.94 3.36
C -0.82 -2.17 2.19
N 0.35 -2.05 1.39
C -1.88 -1.37 1.84
N -1.88 -0.50 0.80
C -3.01 0.39 1.04
C -3.87 -0.39 2.07
O -2.99 -1.31 2.66
C -3.89 0.78 -0.12
C -5.08 1.46 0.13
C -5.92 1.82 -0.91
C -5.55 1.53 -2.21
C -4.37 0.86 -2.46
C -3.56 0.45 -1.42
H 5.57 -3.21 0.93
H 5.57 -1.69 1.88
H 4.73 -0.55 0.01
H 2.74 -2.30 -2.04
H 3.32 -3.46 -4.12
H 5.67 -4.10 -4.56
H 7.41 -3.51 -2.92
H 6.83 -2.33 -0.86
H 2.40 -3.66 3.55
H 0.26 -4.10 4.77
H -1.83 -3.01 3.86
H -2.61 1.31 1.51
H -4.68 -0.93 1.55
H -4.30 0.24 2.86
H -5.36 1.72 1.15
H -6.85 2.33 -0.70
H -6.18 1.83 -3.04
H -4.06 0.67 -3.48
H -2.64 -0.11 -1.59
C -2.05 2.87 -2.73
C -1.28 1.81 -3.52
C -1.71 1.81 -5.00
C 0.20 2.05 -3.45
C 0.63 3.34 -3.77
C 1.96 3.68 -3.79
C 2.88 2.70 -3.50
C 2.50 1.40 -3.20
C 3.63 0.43 -2.99
C 4.24 0.03 -4.34
C 4.73 1.01 -2.10
C 1.14 1.05 -3.15
N 0.72 -0.32 -2.97
B -0.02 -1.09 -1.95
N -0.32 -2.36 -2.63
C 0.29 -2.32 -3.87
C 0.88 -1.14 -4.07
C -1.25 -3.46 -2.48
C -2.44 -3.39 -3.24
C -3.30 -4.47 -3.31
C -3.06 -5.64 -2.61
C -1.91 -5.71 -1.87
C -0.98 -4.67 -1.81
C 0.22 -5.06 -0.97
C 1.45 -4.21 -1.17
C -0.20 -5.10 0.51
C -2.83 -2.19 -4.08
C -4.33 -1.90 -3.97
C -2.48 -2.43 -5.55
H -3.12 2.79 -2.90
H -1.75 3.88 -3.00
H -1.85 2.75 -1.66
H -1.50 0.83 -3.10
H -1.43 2.74 -5.48
H -2.79 1.69 -5.08
H -1.23 0.99 -5.53
H -0.10 4.08 -4.04
H 2.27 4.69 -4.03
H 3.92 2.96 -3.55
H 3.22 -0.45 -2.50
H 4.57 0.92 -4.87
H 3.52 -0.49 -4.97
H 5.09 -0.63 -4.20
H 5.25 1.82 -2.59
H 5.46 0.24 -1.88
H 4.29 1.39 -1.18
H 0.26 -3.19 -4.52
H 1.41 -0.81 -4.95
H -4.17 -4.42 -3.93
H -3.74 -6.47 -2.68
H -1.68 -6.63 -1.34
H 0.48 -6.09 -1.27
H 1.27 -3.20 -0.78
H 1.68 -4.16 -2.23
H 2.31 -4.65 -0.66
H -0.66 -4.15 0.78
H 0.67 -5.26 1.14
H -0.92 -5.89 0.70
H -2.28 -1.31 -3.73
H -4.93 -2.70 -4.39
H -4.57 -1.00 -4.54
H -4.62 -1.75 -2.94
H -2.94 -3.35 -5.90
H -1.40 -2.52 -5.69
H -2.84 -1.61 -6.16
C 0.10 2.83 7.62
Si 0.66 1.78 6.11
C 2.57 1.68 6.16
C 0.01 0.00 6.37
Si -0.08 2.73 4.05
Te 0.68 0.78 2.55
Si -2.43 3.21 4.27
C -3.28 1.71 5.12
C -2.58 4.70 5.45
C -3.52 3.75 2.78
Si 1.05 4.75 3.45
C 0.20 5.62 1.97
C 2.85 4.38 2.93
C 1.09 5.97 4.93
H 0.56 2.49 8.55
H -0.98 2.77 7.76
H 0.35 3.87 7.49
H 2.93 1.11 7.01
H 3.02 2.67 6.21
H 2.94 1.20 5.25
H 0.40 -0.45 7.28
H 0.30 -0.63 5.54
H -1.07 -0.02 6.44
H -3.08 1.72 6.18
H -2.92 0.77 4.72
H -4.36 1.73 5.00
H -1.93 4.59 6.31
H -3.59 4.83 5.81
H -2.29 5.62 4.95
H -3.68 2.96 2.05
H -3.08 4.59 2.25
H -4.50 4.07 3.13
H 0.19 4.96 1.11
H 0.74 6.53 1.68
H -0.82 5.91 2.20
H 2.84 3.74 2.05
H 3.39 3.86 3.72
H 3.40 5.27 2.68
H 0.09 6.22 5.26
H 1.59 6.89 4.67
H 1.61 5.54 5.78
Te 0.94 1.93 0.08
```

For the HOMO-LUMO gap (spin up / spin down), the calculation gives 5.78 / 5.79 eV. As for the calculated total energy: -142916.1618 eV. As for the charge: 0. Its highest occupied orbital energy (spin up / spin down) is -0.2219 / -0.2218 Ha.